Below is one molecule with the formula C7H12N2S at a distorted geometry, with properties calculated with the ωB97M-V functional and the def2-TZVPD basis.

For the frontier orbital gap, the calculation gives 9.723 eV. As for the structure (SMILES): C[C@](S)(C#N)N1CCCC1. As for the largest force on an atom: 4.1 eV Å⁻¹. For the molecular weight, the calculation gives 156.3 g mol⁻¹.

The geometry in ORCA input format:
```
! RIJCOSX wB97M-V def2-TZVPD def2/J DEFGRID3
* xyz 0 1
C 1.46 1.44 -1.54
C 0.23 0.57 -1.23
S 0.22 -1.16 -1.96
C -0.88 1.21 -1.78
N -1.77 1.59 -2.35
N 0.12 0.63 0.47
C 0.84 -0.52 0.96
C -0.14 -1.58 1.44
C -1.52 -0.89 1.47
C -1.22 0.49 1.06
H 2.04 0.98 -2.36
H 2.11 1.60 -0.64
H 1.09 2.45 -1.69
H 1.42 -0.85 -2.57
H 1.41 -0.20 1.79
H 1.58 -0.92 0.12
H 0.18 -1.97 2.40
H -0.09 -2.52 0.85
H -2.23 -1.33 0.71
H -1.85 -1.00 2.58
H -1.89 0.92 0.37
H -1.11 1.07 1.89
*
```